Density functional theory data (the ωB97M-V functional and the def2-TZVPD basis) for a molecular structure, C17H18AgN2OS2Si.

XYZ file:
```
42
Properties=species:S:1:pos:R:3:mulliken_charge:R:1
Ag 0.37659 1.56593 1.24827 -0.21
S 0.93331 4.05710 1.54366 -0.41
S -0.81354 6.38967 0.73898 -0.42
Si -0.69945 -0.63294 1.09166 0.61
O -1.50227 3.84586 0.71847 -0.24
N 3.46809 -0.08220 0.61321 0.16
N 2.91375 1.13686 0.69407 -0.12
C 1.25273 -1.68484 -0.76747 -0.87
C 0.44345 -1.97807 0.34499 0.51
C 1.32776 -4.25373 0.26774 -0.49
C -4.52061 -1.35281 -0.54733 -0.46
C 3.94025 1.95747 0.87895 -0.21
C -3.23925 -0.22475 -2.23917 -0.65
C -2.76258 4.24774 0.16275 -0.78
C -2.20760 -0.72276 -0.07956 0.21
C -2.15138 -0.17553 -1.37212 -0.21
C 5.16736 1.24715 0.91918 -0.86
C -4.43236 -0.81394 -1.82687 -0.36
C -0.55175 4.76021 1.01053 0.29
C 0.50744 -3.28665 0.84718 -0.29
C -3.42011 -1.30653 0.31026 -0.25
C 2.11314 -3.93835 -0.83911 -0.40
C 2.07206 -2.64693 -1.35870 -0.37
C 4.81029 -0.06834 0.74264 -0.22
H -5.28659 -0.84297 -2.49343 0.36
H 2.86145 -0.87089 0.46702 0.20
H 1.35308 -5.25759 0.67937 0.36
H 2.74744 -4.69107 -1.29333 0.38
H -0.10343 -3.55311 1.70841 0.30
H -2.63049 4.98471 -0.61794 0.37
H -1.23698 0.31162 -1.70571 0.22
H 6.16432 1.64496 1.05527 0.34
H -5.44679 -1.81258 -0.21539 0.34
H 2.67956 -2.38702 -2.21894 0.38
H 1.24154 -0.67530 -1.18112 0.19
H -3.40257 4.67221 0.93588 0.32
H -3.20384 3.33471 -0.23212 0.20
H -3.16136 0.20684 -3.23257 0.34
H -1.24747 -1.41133 2.25489 -0.30
H -3.50443 -1.73837 1.30553 0.28
H 3.75519 3.02274 0.98186 0.36
H 5.39607 -0.97718 0.70010 0.42
```

Calculated values
E_LUMO = 0.10240 Ha
Relative energy (zero: lowest compared OMol25 entry of this formula, charge and spin) = 0.0 kcal per mole
2S+1 = 1
Gap between HOMO and LUMO = 0.26880 hartree
Total charge = -1


Density functional theory data (the ωB97M-V functional and the def2-TZVPD basis) for a molecular structure, C18H27CdCl5N5O in a non-equilibrium geometry.

XYZ file:
```
57
Properties=species:S:1:pos:R:3:mulliken_charge:R:1
Cd 0.39700 0.03422 1.04244 2.13
Cl -0.36950 0.59214 -2.24357 0.28
Cl 0.30612 3.74911 2.11049 -0.13
Cl -4.87708 2.76747 0.91465 -0.16
Cl -4.00094 1.29117 -1.67769 -0.17
Cl -2.73931 3.95598 2.84008 -0.13
O -0.62945 -2.13787 0.15815 -0.69
N -1.50536 -0.35448 2.33869 -0.63
N 1.04341 0.66752 3.24186 -0.16
N -2.08733 -1.23483 -1.40787 0.25
N 0.85490 2.03468 -0.31082 -0.66
N 2.57686 -0.84419 1.26043 -0.60
C -1.45259 1.69077 -0.83786 0.52
C 1.06734 1.68884 -1.52900 -0.74
C -1.29371 0.11649 3.71760 -0.68
C -1.60523 -0.61956 -2.54609 -1.16
C 0.15854 -0.09158 4.13247 -0.62
C 1.22471 -1.61077 -3.43759 -0.64
C -1.08856 -2.16017 -0.98531 -0.11
C -0.42696 -3.04861 -2.00872 -0.55
C -0.51945 2.27459 -0.01673 -0.74
C -2.24834 3.11465 1.42571 0.29
C -0.90154 2.99632 1.11779 0.64
C 1.01863 -2.60962 -2.29641 -0.13
C -3.21534 2.55622 0.57082 0.08
C 2.48046 0.41559 3.39190 -0.72
C 0.87586 0.55951 -4.74474 -1.68
C 0.68520 -0.21773 -3.49675 0.59
C 2.92157 -0.86593 2.69665 -0.66
C -2.79474 1.86102 -0.56677 0.23
H 2.31177 -1.53093 -3.58551 0.40
H -0.40106 -4.04272 -1.55448 0.42
H 0.86258 -2.10114 -4.35475 0.37
H 3.00628 1.26803 2.95680 0.43
H -1.94420 -0.64465 -3.57035 0.25
H -1.67705 -1.35307 2.27920 0.25
H 0.85379 1.65934 3.34685 0.10
H 2.03771 1.43409 -1.94994 0.43
H 1.58983 -3.49388 -2.58487 0.45
H 3.19679 -0.21942 0.75312 0.24
H 2.68862 -1.76433 0.84880 0.20
H 2.42231 -1.72861 3.14000 0.41
H -1.00669 -3.09142 -2.92920 0.38
H 1.46813 -2.25174 -1.36513 -0.39
H 0.55130 -0.01589 -5.62046 0.39
H 1.93339 0.80463 -4.91083 0.33
H -1.53624 1.18134 3.74908 0.23
H 0.28763 0.20073 5.17912 0.42
H 3.99350 -0.99876 2.85339 0.43
H 2.77039 0.35410 4.44581 0.36
H 0.34181 1.51138 -4.77112 0.37
H -0.73781 1.57801 -3.15484 0.59
H -3.06114 -1.50574 -1.34654 0.36
H 0.02957 -0.38493 -1.09913 -0.56
H -2.29928 0.10503 1.90303 0.07
H 0.41051 -1.15280 4.05714 0.37
H -1.94759 -0.38762 4.43104 0.45
```

Calculated values
E_LUMO (spin up / spin down) = -0.12285 / -0.09406 Ha
Relative energy (zero: lowest compared OMol25 entry of this formula, charge and spin) = 0.0 kcal per mole
2S+1 = 1
Gap between HOMO and LUMO (spin up / spin down) = 0.21291 / 0.23505 hartree
Total charge = +1


Density functional theory data (the ωB97M-V functional and the def2-TZVPD basis) for C3H6O3 in the gas phase in a non-equilibrium geometry.

XYZ file:
```
12
Properties=species:S:1:pos:R:3:mulliken_charge:R:1
O 1.24382 -1.24432 1.02470 -0.42
O -0.87716 2.52271 -0.51131 -0.51
O -0.67930 -1.91729 -0.08864 -0.55
C 0.24189 -1.13052 0.10442 0.53
C 0.47774 0.16279 -0.59528 -0.23
C -0.48694 1.23208 -0.02900 -0.88
H -1.37649 0.86645 0.25518 0.51
H 0.06226 0.06074 -1.67522 0.26
H 0.97487 -2.02738 1.49724 0.33
H -0.10450 3.02815 -0.85549 0.31
H 1.60798 0.35785 -0.48841 0.27
H -0.05915 1.23923 0.98783 0.37
```

Calculated values
Structure (SMILES) = O=C(O)CCO
E_LUMO = 0.02338 Ha
Relative energy (zero: lowest compared OMol25 entry of this formula, charge and spin) = 38.5 kcal per mole
2S+1 = 1
Gap between HOMO and LUMO = 0.40374 hartree